A structure of composition C23H11Cl5F10N3PtTe4. Source: OMol25; level of theory: ωB97M-V/def2-TZVPD.

Structure (XYZ):
```
57
Properties=species:S:1:pos:R:3:forces:R:3
Pt 0.300922 -0.828882 0.527134 0.2 -0.2 0.2
C -2.372510 -2.058983 1.243127 0.0 0.0 0.0
N -1.788399 -0.733480 0.959511 0.0 -0.1 0.1
C -1.958114 0.128850 2.149415 0.0 0.1 0.0
C -1.020490 1.322511 2.114485 0.0 -0.1 0.0
N 0.315523 0.827589 1.822894 -0.1 0.1 0.0
C 1.354998 1.575508 2.301756 0.0 0.0 0.0
C 1.296636 2.957588 2.564899 0.0 0.1 0.0
F 0.195611 3.670477 2.229725 0.1 0.0 0.0
C 2.342951 3.688567 3.095235 0.0 0.0 0.0
F 2.195681 5.005186 3.290386 0.0 0.0 0.0
C 3.548170 3.083674 3.384635 0.0 0.0 0.0
F 4.572777 3.785491 3.890227 0.0 0.0 0.0
C 3.663577 1.728127 3.141321 0.0 0.0 0.0
F 4.804494 1.097523 3.444934 0.0 0.0 0.0
C 2.599925 1.007381 2.636731 0.0 0.0 0.0
F 2.783572 -0.316038 2.511636 0.0 0.0 0.0
C -2.472375 -0.212594 -0.255181 -0.1 0.0 -0.1
C -2.302467 1.220278 -0.776347 0.0 -0.1 0.0
N -0.959355 1.753527 -1.031290 0.0 0.0 0.0
C -0.850397 3.142932 -1.028691 0.0 0.2 0.0
C -1.848024 4.031366 -1.443381 0.0 -0.1 0.0
F -3.008446 3.571674 -1.942990 0.0 0.0 0.0
C -1.690128 5.403310 -1.402615 0.0 0.0 0.0
F -2.689773 6.201158 -1.795551 0.0 0.0 0.0
C -0.493073 5.953597 -0.990973 0.0 0.0 0.0
F -0.331603 7.278538 -0.955395 0.0 0.0 0.0
C 0.536229 5.110683 -0.624363 0.1 0.0 0.0
F 1.702994 5.618202 -0.225890 0.0 0.0 0.0
C 0.350881 3.745204 -0.647556 0.0 -0.1 0.0
F 1.379104 2.975371 -0.286185 0.0 0.0 0.0
H -3.428563 -1.953782 1.521835 0.0 0.0 0.0
H -2.295137 -2.687755 0.359130 0.0 0.0 0.0
H -1.824455 -2.528326 2.056914 0.0 0.0 0.0
H -3.010203 0.435324 2.235013 0.0 0.0 0.0
H -1.699158 -0.483146 3.014340 0.0 0.0 0.0
H -1.373755 2.073660 1.405451 0.0 0.0 0.0
H -1.058336 1.787993 3.106346 0.0 0.0 0.0
H -2.241910 -0.919014 -1.047293 0.0 0.1 0.1
H -3.554865 -0.289484 -0.064526 0.0 0.0 0.0
H -2.922126 1.214444 -1.680734 0.0 0.0 0.0
H -2.796659 1.910845 -0.090533 0.1 0.0 0.0
Te 2.441967 -0.183727 -0.691986 0.0 0.1 -0.1
Te 3.122050 -1.994398 -2.466021 0.1 0.0 0.0
Te 0.940946 2.715984 -4.003151 0.1 -0.1 0.2
Te 0.321660 0.762639 -2.372928 -0.1 0.1 -0.1
Cl -1.079492 -2.463559 -2.462115 0.0 0.0 -0.1
C -0.115003 -3.368564 -1.338333 0.1 0.0 0.1
C 0.373236 -2.764022 -0.173597 -0.1 0.0 -0.1
C 1.048368 -3.651390 0.679662 0.0 0.0 0.0
Cl 1.586361 -3.069557 2.225758 0.0 0.0 0.0
C 1.315369 -4.980685 0.372598 0.0 0.0 0.0
Cl 2.193106 -5.984890 1.466461 0.0 0.0 0.0
C 0.863222 -5.509510 -0.828816 0.0 0.0 0.0
Cl 1.192616 -7.149559 -1.243718 0.0 0.0 0.0
C 0.123223 -4.700960 -1.678649 0.0 0.0 0.0
Cl -0.473853 -5.358599 -3.157144 0.0 0.0 0.0
```
Forces are in eV/Å.

Calculated values
highest occupied orbital energy = -4.7 eV
2S+1 = 1
net charge = -1
relative energy (zero: lowest compared OMol25 entry of this formula, charge and spin) = 0.000 eV
DFT total energy = -150707.1595 eV
lowest unoccupied orbital energy = 1.18 eV
frontier orbital gap = 5.8 eV

A structure of composition C23H11Cl5FeN4S4 in a non-equilibrium geometry. Source: OMol25; level of theory: ωB97M-V/def2-TZVPD.

Structure (XYZ):
```
48
Properties=species:S:1:pos:R:3:forces:R:3
Fe -1.755439 1.467456 0.727552 0.0 -0.1 -0.2
S -3.476453 0.988282 -0.935733 0.3 1.0 -0.8
C -3.997623 -0.197033 0.135971 -0.6 -0.7 0.0
S -3.360250 -0.111166 1.732093 0.2 -0.2 0.2
C -4.813904 -1.252772 -0.310527 0.1 -0.2 -0.2
C -4.918841 -2.480209 0.386123 -0.7 -1.2 1.2
N -5.090557 -3.510125 0.909838 0.4 1.2 -0.7
C -5.510778 -1.297717 -1.563601 -1.2 0.2 -1.1
N -6.224775 -1.396474 -2.489181 1.5 0.2 1.4
S 4.485578 3.881776 1.219042 0.0 -0.3 -0.1
C 4.298437 2.766336 -0.008712 0.1 0.8 0.4
N 4.168036 2.046015 -0.913472 0.0 -0.5 -0.3
N 0.029674 0.421186 0.629853 0.8 -0.8 -1.1
S 0.308448 -1.186323 0.735539 -1.4 1.4 -0.4
C 2.006268 -1.524972 0.676192 2.0 2.2 -1.1
C 2.985791 -0.653019 0.144959 -0.3 1.0 0.1
C 4.331848 -1.076182 0.098516 -2.1 0.4 0.0
C 4.646561 -2.336347 0.509580 -0.1 -1.6 1.2
C 3.691530 -3.204657 1.088335 0.2 1.2 -1.0
C 2.375399 -2.733896 1.150634 0.0 -3.0 0.9
C -0.220731 -2.068502 -0.755391 -0.6 -0.4 0.0
C 0.558505 -2.907166 -1.525328 0.8 -0.2 0.6
C -0.012815 -3.856623 -2.365241 -0.3 1.4 0.6
C -1.386762 -3.863637 -2.556262 0.3 -0.8 -0.1
C -2.162236 -2.982618 -1.848600 -1.8 0.8 0.4
C -1.593609 -2.133970 -0.927308 0.0 0.9 1.1
H 0.521029 0.823705 -0.206880 -0.3 -0.4 0.9
H 2.758492 0.409912 -0.184897 0.3 -1.5 0.4
H 5.060391 -0.416074 -0.286400 0.6 0.7 -0.4
H 5.666565 -2.685002 0.472295 0.2 0.0 -0.1
H 4.008816 -4.207494 1.362441 -0.4 0.2 0.2
H 1.553626 -3.396467 1.485924 0.7 0.3 0.1
H 1.620974 -2.912373 -1.328118 0.2 -0.1 -0.3
H 0.659633 -4.530572 -2.806661 0.5 -0.9 -0.8
H -1.850726 -4.636240 -3.152015 0.0 0.1 -0.2
H -3.272010 -2.911133 -1.896534 1.0 -0.5 -0.3
H -2.200421 -1.546958 -0.225681 0.1 -0.3 -0.6
Cl 0.020207 3.467615 -1.710531 0.1 0.1 0.3
C -0.209605 4.166889 -0.129777 0.1 0.4 1.3
C -0.956917 3.443533 0.824851 -0.3 -0.1 -1.0
C -1.245898 4.098938 1.994574 0.5 1.2 -0.2
Cl -2.419546 3.429706 3.069842 -0.2 -0.5 0.4
C -0.715982 5.360090 2.308746 -0.6 -0.3 0.7
Cl -1.099604 6.058645 3.850182 0.1 0.2 0.0
C 0.097573 6.036203 1.429000 0.6 -0.7 -0.3
Cl 0.926767 7.460839 1.956315 -0.2 0.0 -0.4
C 0.358031 5.420256 0.191309 -0.1 -0.1 -0.7
Cl 1.357302 6.268339 -0.962853 -0.3 -0.3 0.3
```
Forces are in eV/Å.

Calculated values
highest occupied orbital energy (spin up / spin down) = -2.6 / -2.6 eV
<S²> = 6.01
2S+1 = 5
net charge = -2
relative energy (zero: lowest compared OMol25 entry of this formula, charge and spin) = 0.000 eV
DFT total energy = -170331.7370 eV
lowest unoccupied orbital energy (spin up / spin down) = 3.96 / 3.96 eV
frontier orbital gap (spin up / spin down) = 6.5 / 6.5 eV

> Which of these has the lowest net charge?

C23H11Cl5FeN4S4